Record 1
Computed, not measured: a cluster of 2 separate species, C4H6FN in total, with ωB97M-V with the def2-TZVPD basis set.

Summary:
relative energy (zero: lowest compared OMol25 entry of this formula, charge and spin): 69.4 kcal per mole
⟨S²⟩: 2.028
energy: -310.3260 hartree
HOMO energy (alpha / beta): -5.054 / -10.132 eV
net charge: 0
spin multiplicity: 3

Atoms and positions in Å:
1 C -1.91162 1.62896 1.45209
2 C 0.04853 -0.15605 0.43377
3 C -1.89478 0.35213 1.26169
4 C 1.08647 -1.29072 -1.47321
5 N 0.03056 -0.84433 -0.61816
6 F -2.61040 -0.75204 1.52958
7 H -2.69343 1.96611 2.12239
8 H -1.32070 2.31862 0.92523
9 H 0.80477 0.14089 1.18975
10 H 2.09753 -1.43936 -1.07129
11 H 1.01352 -0.62298 -2.35931
12 H 0.59429 -2.29924 -1.89493



Record 2
Computed, not measured: a cluster of 5 separate species, C20H53NO14S4Si2 in total, with ωB97M-V with the def2-TZVPD basis set.

Summary:
energy: -4073.6639 hartree
structure (SMILES): CC(=O)N(C)[SiH2]CCO[Si](C)(C)C.CCOS(C)(=O)=O.CCOS(C)(=O)=O.CCOS(C)(=O)=O.CCOS(C)(=O)=O
HOMO energy: -9.326 eV
net charge: 0

Atoms and positions in Å:
1 C 3.65852 -1.85445 -0.55097
2 C 3.68221 -0.88908 -1.81712
3 O 4.78365 -0.61801 -2.30919
4 N 2.38686 -0.40342 -2.28972
5 C 2.34547 -0.57456 -3.79215
6 Si 2.09481 1.30819 -1.85067
7 C 1.16555 1.56025 -0.19975
8 C 0.32114 0.31072 0.30913
9 O -1.07123 0.33814 -0.12039
10 Si -1.61880 -1.22049 -0.62283
11 C -3.47394 -1.29313 -1.06649
12 C -0.64368 -1.66159 -2.23332
13 C -1.26347 -2.63283 0.61556
14 H 2.80570 -1.48644 0.10885
15 H 3.44861 -2.89507 -0.95183
16 H 4.62518 -1.82495 0.02544
17 H 1.50432 0.04132 -4.25585
18 H 2.20670 -1.68311 -4.02988
19 H 3.29745 -0.21991 -4.29719
20 H 3.42734 1.93649 -1.70766
21 H 1.28639 1.89753 -2.91826
22 H 0.48677 2.47154 -0.25821
23 H 1.94588 1.79921 0.59369
24 H 0.28054 0.39059 1.45096
25 H 0.80806 -0.68492 0.07833
26 H -3.62759 -0.69054 -2.01116
27 H -3.73860 -2.37927 -1.30864
28 H -4.11484 -0.95914 -0.19511
29 H -0.55405 -0.69920 -2.82009
30 H 0.36785 -2.05762 -1.87902
31 H -1.18003 -2.49429 -2.77718
32 H -0.76342 -3.49144 0.05004
33 H -2.27518 -3.04432 0.94195
34 H -0.60314 -2.34364 1.48621
35 O -1.99645 3.51664 -4.80987
36 S -2.33145 4.56727 -3.88625
37 O -1.33262 5.20591 -3.07139
38 O -3.53585 4.06751 -2.93727
39 C -3.37653 2.83327 -2.23146
40 C -2.50022 2.99867 -1.00525
41 C -3.23872 5.81719 -4.74990
42 H -2.98573 2.05618 -2.89454
43 H -4.37466 2.51853 -1.91968
44 H -1.46826 3.21559 -1.28779
45 H -2.50135 2.08797 -0.40618
46 H -2.84911 3.83110 -0.38933
47 H -4.03544 5.34341 -5.32028
48 H -2.54841 6.32761 -5.42095
49 H -3.64413 6.52188 -4.02524
50 O -1.75889 -5.33271 2.26471
51 S -2.63226 -6.27574 2.90942
52 O -2.66002 -6.42624 4.33918
53 O -2.42656 -7.72838 2.23660
54 C -1.10297 -8.26371 2.16529
55 C -0.65841 -8.83712 3.49776
56 C -4.28625 -6.00571 2.34127
57 H -0.39893 -7.50840 1.80519
58 H -1.12732 -9.06232 1.42109
59 H -0.52706 -8.04775 4.24018
60 H 0.29246 -9.36343 3.39167
61 H -1.40657 -9.52917 3.89007
62 H -4.28109 -5.95284 1.25404
63 H -4.63401 -5.06251 2.76187
64 H -4.91576 -6.82367 2.68861
65 O 4.08231 8.26273 -1.67407
66 S 3.03057 9.19370 -1.98459
67 O 2.32460 9.90870 -0.95645
68 O 1.95692 8.46917 -2.94681
69 C 1.39300 7.22396 -2.52321
70 C 0.30300 7.42577 -1.48883
71 C 3.63344 10.36005 -3.17135
72 H 2.17214 6.55325 -2.15073
73 H 0.96234 6.75595 -3.41048
74 H 0.71700 7.80023 -0.55017
75 H -0.20815 6.48469 -1.28179
76 H -0.42840 8.15928 -1.83500
77 H 4.11527 9.81914 -3.98371
78 H 4.35433 11.00478 -2.66958
79 H 2.79673 10.95185 -3.53957
80 O 0.72595 -1.69701 4.46254
81 S 1.80775 -2.64522 4.49560
82 O 2.07959 -3.52187 3.38896
83 O 1.69212 -3.52624 5.84334
84 C 0.45602 -4.19202 6.11938
85 C 0.30695 -5.45857 5.29909
86 C 3.29973 -1.79361 4.92103
87 H -0.39018 -3.51783 5.96182
88 H 0.46872 -4.45041 7.18026
89 H 0.18999 -5.22621 4.23854
90 H -0.56962 -6.02355 5.61974
91 H 1.19345 -6.09014 5.39683
92 H 3.11475 -1.17471 5.79706
93 H 3.58186 -1.17001 4.07316
94 H 4.07933 -2.52748 5.11998



Record 3
Computed, not measured: a structure of composition C40H37ClF3IrN3OP2, with ωB97M-V with the def2-TZVPD basis set.

Summary:
relative energy (zero: lowest compared OMol25 entry of this formula, charge and spin): 41.0 kcal per mole
⟨S²⟩: 0.755
energy: -3332.3585 hartree
HOMO energy (alpha / beta): -13.643 / -13.613 eV
net charge: +2
spin multiplicity: 2

Atoms and positions in Å:
1 Ir -0.14192 -0.07412 -0.01216
2 C -1.66331 -2.15248 2.66798
3 C -0.94170 -0.98495 3.33455
4 P 0.33309 -0.19130 2.28316
5 C 1.78651 -1.17633 2.76825
6 C 1.93807 -2.48604 2.30914
7 C 2.96104 -3.28712 2.78168
8 C 3.85410 -2.79018 3.72461
9 C 3.69939 -1.50090 4.20375
10 C 2.66258 -0.69892 3.73950
11 C 0.64196 1.47377 2.90063
12 C 1.78997 2.12503 2.44465
13 C 2.04837 3.42902 2.82996
14 C 1.16232 4.09189 3.66960
15 C 0.01699 3.45217 4.11738
16 C -0.24888 2.14632 3.72992
17 C -2.66383 -1.67087 1.62224
18 P -1.94897 -1.47694 -0.02707
19 C -3.20042 -0.82562 -1.12351
20 C -4.09686 0.14396 -0.67202
21 C -5.04646 0.65740 -1.53607
22 C -5.09782 0.21868 -2.85268
23 C -4.20057 -0.73754 -3.31048
24 C -3.24742 -1.25661 -2.45217
25 C -1.47868 -3.10684 -0.61903
26 C -0.15315 -3.52749 -0.65756
27 C 0.15676 -4.82524 -1.03427
28 C -0.86020 -5.70640 -1.37133
29 C -2.18675 -5.29445 -1.32955
30 C -2.50172 -3.99956 -0.95482
31 H -2.19088 -2.73011 3.42549
32 H -0.93536 -2.84187 2.22994
33 H -0.37324 -1.33410 4.19746
34 H -1.65799 -0.24408 3.68990
35 H 1.25622 -2.89030 1.57179
36 H 3.06462 -4.30074 2.41724
37 H 4.65885 -3.41282 4.09177
38 H 4.38063 -1.11236 4.94868
39 H 2.55086 0.29774 4.14183
40 H 2.48032 1.61142 1.78621
41 H 2.94112 3.92933 2.47928
42 H 1.36550 5.11009 3.97291
43 H -0.67444 3.96808 4.76936
44 H -1.15371 1.67380 4.08532
45 H -3.09142 -0.70767 1.90697
46 H -3.49519 -2.37000 1.49724
47 H -4.05352 0.51698 0.34198
48 H -5.74432 1.40436 -1.18404
49 H -5.84050 0.62546 -3.52589
50 H -4.25018 -1.08471 -4.33381
51 H -2.55274 -2.00541 -2.81363
52 H 0.63982 -2.84001 -0.39195
53 H 1.18800 -5.15157 -1.05916
54 H -0.62177 -6.71996 -1.66475
55 H -2.97875 -5.98394 -1.58815
56 H -3.53936 -3.68932 -0.92276
57 C 1.00321 -0.48950 -5.56831
58 N 0.31026 -0.09324 -4.35341
59 C -0.70612 0.93128 -4.27827
60 C -0.99565 0.97461 -2.79258
61 O -1.76898 1.70461 -2.25061
62 N -0.18985 -0.00288 -2.15332
63 C 0.58038 -0.55612 -3.13592
64 N 1.48908 -1.50496 -2.96303
65 H 0.44710 -0.10646 -6.41933
66 H 1.03256 -1.57605 -5.65600
67 H 2.01500 -0.08193 -5.60213
68 H -1.60650 0.65292 -4.82906
69 H -0.35734 1.90302 -4.63012
70 H 1.79836 -1.70180 -2.02593
71 H 2.07251 -1.79368 -3.72944
72 F 9.11710 -2.19383 -0.47108
73 C 8.66925 -1.03122 0.01372
74 F 9.22736 -0.04376 -0.70122
75 F 9.10948 -0.91198 1.27483
76 C 7.16266 -0.94230 -0.03815
77 C 6.54391 0.15086 0.55648
78 C 5.16850 0.26673 0.52446
79 C 4.40593 -0.71186 -0.11967
80 C 5.03522 -1.80296 -0.71976
81 C 6.41429 -1.91946 -0.67326
82 C 2.97989 -0.60672 -0.13317
83 C 1.77346 -0.48090 -0.05306
84 H 7.14110 0.90597 1.05054
85 H 4.68079 1.11264 0.98942
86 H 4.44599 -2.57248 -1.20300
87 H 6.90592 -2.76828 -1.12694
88 Cl -1.45237 1.65521 0.61458



Record 4
Computed, not measured: a cluster of 9 separate species, C36H99N9O9 in total, with ωB97M-V with the def2-TZVPD basis set.

Summary:
relative energy (zero: lowest compared OMol25 entry of this formula, charge and spin): 125.4 kcal per mole
energy: -2600.6346 hartree
structure (SMILES): COC[C@H](C)N.COC[C@H](C)N.COC[C@H](C)N.COC[C@H](C)N.COC[C@H](C)N.COC[C@H](C)N.COC[C@H](C)N.COC[C@H](C)N.COC[C@H](C)N
HOMO energy: -8.812 eV
net charge: 0

Atoms and positions in Å:
1 C -2.62267 -2.43115 9.78456
2 C -1.74302 -3.58061 10.14730
3 C -0.64453 -3.78925 9.09955
4 O -1.20595 -3.74823 7.80216
5 C -0.21502 -3.67377 6.76748
6 N -1.18245 -3.35377 11.46938
7 H -2.01872 -1.53547 9.63933
8 H -3.27932 -2.04096 10.56216
9 H -3.15209 -2.62683 8.85207
10 H -2.33763 -4.49096 10.22350
11 H -0.08877 -4.71600 9.24224
12 H 0.08381 -2.98173 9.17399
13 H -0.70144 -3.96059 5.83515
14 H 0.41838 -4.54475 6.93568
15 H 0.30891 -2.71891 6.81024
16 H -1.82357 -3.06864 12.19585
17 H -0.84065 -4.25637 11.76702
18 C 4.27565 -12.12664 -4.16707
19 C 4.74532 -11.24593 -2.94607
20 C 3.72020 -10.19013 -2.53403
21 O 3.64133 -9.19845 -3.57318
22 C 2.60695 -8.28515 -3.35237
23 N 5.06545 -12.12472 -1.88195
24 H 4.92748 -12.92084 -4.53102
25 H 4.08232 -11.47756 -5.02113
26 H 3.23712 -12.43856 -4.05630
27 H 5.65467 -10.70101 -3.19953
28 H 4.11334 -9.75715 -1.61421
29 H 2.73882 -10.59310 -2.28383
30 H 1.63960 -8.77151 -3.47807
31 H 2.71158 -7.50067 -4.10187
32 H 2.60391 -7.93766 -2.31925
33 H 4.31811 -12.78316 -1.71445
34 H 5.85050 -12.71616 -2.11430
35 C -4.39787 -2.31778 -4.29091
36 C -4.23028 -3.84660 -4.55110
37 C -2.76053 -4.27886 -4.35904
38 O -1.87456 -3.38497 -5.14086
39 C -1.95350 -3.61693 -6.54640
40 N -5.16539 -4.55825 -3.65664
41 H -3.72867 -1.69543 -4.88501
42 H -4.18599 -2.10460 -3.24317
43 H -5.41294 -1.94544 -4.42910
44 H -4.65392 -3.95874 -5.54913
45 H -2.54153 -5.26712 -4.76336
46 H -2.60214 -4.31549 -3.28123
47 H -1.28077 -2.94106 -7.07437
48 H -2.94191 -3.49939 -6.99060
49 H -1.58052 -4.58033 -6.89401
50 H -5.18162 -5.54801 -3.85718
51 H -6.07464 -4.29949 -4.01216
52 C 0.22042 2.67680 9.40558
53 C 0.07483 3.58012 10.65456
54 C -1.10587 3.29059 11.55039
55 O -2.35878 3.65400 10.96964
56 C -3.55224 3.64944 11.76016
57 N 1.33636 3.50765 11.42524
58 H -0.46413 2.90103 8.58753
59 H 0.07607 1.62881 9.66823
60 H 1.24563 2.64027 9.03720
61 H 0.02795 4.64041 10.40617
62 H -1.01736 3.86166 12.47459
63 H -1.14582 2.23108 11.80326
64 H -3.59230 2.71148 12.31400
65 H -4.51552 3.71343 11.25410
66 H -3.54522 4.39595 12.55437
67 H 1.41693 2.52650 11.65097
68 H 1.24477 3.84624 12.37237
69 C -2.32612 6.34612 -2.69523
70 C -2.48662 6.25194 -1.17653
71 C -1.33216 6.99303 -0.35491
72 O -1.55100 6.71384 1.01774
73 C -0.60443 7.31995 1.94564
74 N -3.84219 6.67795 -0.83812
75 H -1.56513 5.70268 -3.13680
76 H -2.09590 7.38343 -2.93829
77 H -3.16367 5.98697 -3.29324
78 H -2.42758 5.18983 -0.93875
79 H -1.34300 8.06989 -0.52329
80 H -0.30732 6.70336 -0.58704
81 H 0.39727 6.92612 1.77357
82 H -0.95122 7.12769 2.96096
83 H -0.54756 8.40167 1.82421
84 H -4.00565 6.59799 0.15535
85 H -4.56200 6.17209 -1.33418
86 C 0.71171 -0.17538 -11.53721
87 C 1.08416 0.98448 -10.65403
88 C 2.49479 0.84273 -10.03852
89 O 2.60271 -0.23079 -9.06839
90 C 3.87119 -0.13595 -8.31402
91 N 0.81936 2.29832 -11.30464
92 H -0.29658 -0.07129 -11.93799
93 H 0.65557 -1.08904 -10.94547
94 H 1.40887 -0.35782 -12.35500
95 H 0.41344 0.89025 -9.80000
96 H 2.71695 1.74703 -9.47195
97 H 3.19260 0.80233 -10.87488
98 H 3.92697 0.66031 -7.57174
99 H 4.73993 -0.02830 -8.96348
100 H 3.98919 -1.06797 -7.76128
101 H 0.92336 3.02447 -10.61039
102 H -0.15159 2.28322 -11.58235
103 C 6.11848 6.40748 -6.40366
104 C 5.72887 5.27051 -5.46381
105 C 6.66772 5.14137 -4.27899
106 O 6.28024 3.92421 -3.52520
107 C 6.98843 3.71481 -2.33370
108 N 4.39246 5.60709 -4.92390
109 H 5.47924 6.47238 -7.28415
110 H 7.02098 6.30100 -7.00555
111 H 6.17390 7.39081 -5.93666
112 H 5.72481 4.31332 -5.98524
113 H 6.60011 6.00335 -3.61527
114 H 7.64497 4.89889 -4.69644
115 H 6.97869 4.56421 -1.65068
116 H 8.01547 3.51002 -2.63595
117 H 6.57588 2.85082 -1.81272
118 H 4.08108 4.82017 -4.37264
119 H 4.39929 6.41395 -4.31643
120 C 1.99901 -1.04096 -1.72988
121 C 1.30304 0.34318 -1.74787
122 C 1.32052 1.05557 -0.34868
123 O 0.59716 0.33290 0.60571
124 C 0.29667 1.07915 1.76391
125 N 2.02764 1.23231 -2.60542
126 H 1.88380 -1.48849 -2.71707
127 H 1.45305 -1.79139 -1.15815
128 H 3.01605 -0.97239 -1.34384
129 H 0.28218 0.34514 -2.12990
130 H 1.19114 2.13562 -0.41830
131 H 2.34022 1.08329 0.03542
132 H -0.23289 2.00271 1.53002
133 H 1.26363 1.22407 2.24565
134 H -0.20074 0.37585 2.43179
135 H 3.01764 1.15687 -2.42022
136 H 1.96456 0.76442 -3.49828
137 C -5.42634 1.28771 1.70603
138 C -6.48198 0.94272 2.72028
139 C -5.88877 0.76905 4.16029
140 O -5.13396 1.96181 4.52419
141 C -4.69463 1.98843 5.83989
142 N -7.41665 2.06148 2.65937
143 H -4.67838 0.51492 1.88336
144 H -4.96867 2.24560 1.95318
145 H -5.81483 1.26835 0.68780
146 H -7.06477 0.07145 2.42137
147 H -5.23064 -0.09649 4.23645
148 H -6.68608 0.65341 4.89447
149 H -5.30927 1.50817 6.60126
150 H -4.46342 2.99751 6.18109
151 H -3.80394 1.36227 5.78802
152 H -7.51016 2.21339 1.66524
153 H -6.87624 2.85580 2.97098